No. 1
Density functional theory data (the ωB97M-V functional and the def2-TZVPD basis) for a cluster of 10 separate species, C33H66O13S3 in total in a non-equilibrium geometry.

Last column: Löwdin charge in e.
Positions of all 115 atoms, in Å:
C -1.8315 -0.2734 -5.9300  -0.0336
C -3.2359 0.1156 -6.4759  -0.3922
O -3.7424 -0.4007 -7.4922  0.0172
C -4.1200 1.1437 -5.5668  -0.0077
H -1.3563 -1.0100 -6.5779  0.0722
H -1.8187 -0.6259 -4.8987  0.0701
H -1.1859 0.5984 -6.0357  0.0748
H -5.1652 0.9766 -5.8271  0.0682
H -3.7635 2.1424 -5.8189  0.0709
H -3.9185 0.8474 -4.5374  0.0605
C 2.4007 -8.8392 -3.2775  -0.0404
C 0.9448 -8.3435 -3.5102  -0.4353
O 0.0881 -9.1994 -3.7902  0.0360
C 0.7595 -6.8654 -3.2460  -0.0261
H 2.5043 -9.9231 -3.3284  0.0719
H 2.8767 -8.4687 -2.3696  0.0753
H 3.0269 -8.6389 -4.1469  0.0766
H 0.1420 -6.3099 -3.9519  0.0857
H 1.7320 -6.3750 -3.2047  0.0716
H 0.4324 -6.7161 -2.2170  0.0846
C -0.7007 -6.1101 2.6236  -0.0331
C -1.2276 -7.5299 2.8362  -0.4505
O -1.7318 -7.7260 3.9584  0.0175
C -0.6878 -8.6344 1.9433  -0.0187
H -0.9261 -5.8047 1.6018  0.0732
H 0.3409 -6.1575 2.9412  0.0908
H -1.1253 -5.3414 3.2693  0.0753
H 0.2912 -8.8881 2.3497  0.0924
H -0.5230 -8.1949 0.9595  0.0686
H -1.3405 -9.5067 1.9092  0.0854
C 1.6932 0.4976 -1.2302  -0.0232
C 0.7462 -0.6138 -0.7206  -0.4720
O 1.0303 -1.7653 -0.8030  0.0722
C -0.7054 -0.2067 -0.3221  -0.0181
H 2.7527 0.2928 -1.0763  0.0774
H 1.4270 1.3820 -0.6514  0.0631
H 1.4707 0.9570 -2.1933  0.0798
H -1.0558 -0.7988 0.5234  0.0799
H -1.3615 -0.3611 -1.1786  0.0741
H -0.8859 0.8664 -0.2598  0.0674
C -5.5956 -3.8709 3.8359  -0.0155
C -6.8468 -3.7590 4.7198  -0.4884
O -7.2760 -2.6960 5.0881  0.0538
C -7.6589 -5.0634 5.0038  -0.0240
H -5.9641 -4.5001 3.0258  0.0851
H -4.8985 -4.3318 4.5357  0.0830
H -5.2358 -2.8503 3.7051  0.0804
H -6.9557 -5.7556 5.4669  0.0774
H -8.1529 -5.4010 4.0928  0.0751
H -8.5605 -4.9192 5.5991  0.0733
C -7.5759 0.9729 0.7785  -0.0211
C -6.4256 1.9323 0.7067  -0.5476
O -6.2301 2.4927 -0.3367  0.0669
C -5.6562 2.2682 1.9036  -0.0212
H -8.1335 1.0398 1.7127  0.0818
H -7.2177 -0.0536 0.8562  0.0839
H -8.1512 1.0596 -0.1432  0.0887
H -5.1718 3.2098 2.1620  0.0948
H -4.8962 1.4949 1.7918  0.0961
H -6.2515 1.9528 2.7605  0.0781
C 4.3864 3.5650 -6.2234  -0.0245
C 4.4178 5.0871 -6.0660  -0.4840
O 4.4239 5.8526 -7.0491  0.0397
C 4.4046 5.5779 -4.6779  -0.0402
H 3.7484 3.0298 -5.5202  0.0794
H 5.4212 3.2543 -6.0800  0.0833
H 4.1876 3.3854 -7.2800  0.0813
H 3.4185 5.3652 -4.2651  0.0925
H 4.6127 6.6431 -4.5772  0.0862
H 5.1836 5.0789 -4.1015  0.0864
C -3.0531 8.5779 -1.0406  -0.2320
C -1.8422 9.0465 -1.8763  -0.1832
C -0.9069 7.7905 -1.6747  -0.2186
S -1.9740 6.3320 -2.0804  0.6877
O -1.6608 5.3481 -1.0769  -0.3435
O -2.0623 6.1175 -3.5075  -0.3396
C -3.5514 7.2466 -1.6057  -0.1962
H -3.8658 9.3028 -0.9949  0.1117
H -2.6335 8.4723 -0.0402  0.1122
H -1.2813 9.9075 -1.5127  0.1099
H -2.0754 9.1935 -2.9309  0.1114
H -0.5902 7.6127 -0.6470  0.0930
H 0.0318 7.6770 -2.2170  0.0942
H -4.1704 6.5184 -1.0816  0.0975
H -4.1240 7.4232 -2.5162  0.0942
C 7.5930 -4.8927 0.1621  -0.2233
C 8.2650 -4.9458 1.5280  -0.2126
C 7.1575 -5.4317 2.5762  -0.2028
S 5.5429 -4.7513 2.0532  0.7233
O 5.0834 -3.6760 2.9564  -0.3560
O 4.7057 -5.9526 1.8916  -0.3596
C 6.2063 -4.1255 0.3855  -0.1689
H 7.4839 -5.8982 -0.2442  0.1084
H 8.3702 -4.4448 -0.4572  0.1071
H 8.5561 -3.9253 1.7772  0.1091
H 9.1499 -5.5813 1.4936  0.1104
H 7.3334 -4.9739 3.5497  0.0914
H 6.9832 -6.5077 2.5701  0.0940
H 6.3950 -3.0648 0.2199  0.0946
H 5.4694 -4.4142 -0.3640  0.0837
C 2.6793 5.6004 6.5613  -0.2027
C 3.3696 4.7470 5.4602  -0.1960
C 2.3851 4.7749 4.2231  -0.1815
S 1.6231 6.5232 4.1800  0.7082
O 0.1767 6.4151 4.0482  -0.3522
O 2.4099 7.4492 3.3505  -0.3594
C 1.9651 6.8792 5.9372  -0.2057
H 3.5157 5.9029 7.1914  0.1024
H 1.9321 5.0101 7.0917  0.1080
H 3.5306 3.7320 5.8232  0.1084
H 4.3163 5.2331 5.2248  0.1099
H 1.4811 4.1665 4.1974  0.0872
H 2.8922 4.5339 3.2888  0.0882
H 0.9666 7.0632 6.3336  0.0888
H 2.6207 7.7362 6.0913  0.0963

Atoms 1-6, force components in eV/Å:
C -0.43 0.39 -1.21
C -2.18 -0.86 -0.63
O 1.76 1.48 2.65
C 1.64 -2.02 -1.58
H -0.36 -0.22 0.02
H -0.27 0.20 -0.04

Largest force on an atom = 4.2 eV/A
HOMO level = -9.40 eV
Multiplicity = 1
E_tot = -94408.2132 eV
Kohn-Sham gap = 9.44 eV
Energy relative to the best compared isomer or geometry (same formula, charge and spin) = 330.5 kJ/mol

***

No. 2
Density functional theory data (the ωB97M-V functional and the def2-TZVPD basis) for a cluster of 5 separate species, C30H75N5O10 in total in a non-equilibrium geometry.

Last column: Löwdin charge in e.
Positions of all 120 atoms, in Å:
C 6.4628 5.9805 3.7933  -0.0734
O 6.6300 4.7924 3.0161  -0.2211
C 7.5556 4.8620 1.8626  -0.1688
C 7.5456 3.6084 0.9996  -0.0860
N 6.1594 3.1542 0.6744  0.2184
C 5.9018 2.5886 -0.6527  -0.0666
C 4.3682 2.3190 -0.7665  -0.1965
O 3.8904 3.4742 -1.3422  -0.2128
C 2.6944 3.6537 -2.0606  -0.0612
H 6.3401 6.7835 3.0665  0.0946
H 7.1276 5.8990 4.6533  0.1028
H 5.4405 5.9833 4.1716  0.0875
H 8.5323 5.0106 2.3231  0.1359
H 7.3880 5.7445 1.2452  0.1251
H 8.1496 2.7927 1.3970  0.1524
H 8.0357 4.0140 0.1146  0.1432
H 5.4405 3.7635 1.0376  0.1618
H 6.5042 1.6829 -0.7233  0.1492
H 6.3174 3.1277 -1.5040  0.1625
H 3.7454 2.2017 0.1203  0.1404
H 4.2568 1.5004 -1.4776  0.1212
H 2.5396 4.6702 -2.4224  0.1003
H 1.8616 3.4118 -1.4002  0.0886
H 2.6858 2.9423 -2.8864  0.0951
C 6.4961 -2.4481 6.7369  -0.1328
O 6.8860 -2.8406 5.4780  -0.1920
C 5.8132 -3.4320 4.7406  -0.1963
C 6.3567 -4.0378 3.3343  -0.1650
N 7.6663 -4.7179 3.4457  -0.0509
C 7.5844 -5.8958 4.3162  -0.2109
C 9.0003 -6.5180 4.6151  -0.2050
O 9.7730 -5.5522 5.3726  -0.2010
C 11.1605 -5.9639 5.3630  -0.1021
H 6.2221 -3.2609 7.4094  0.0977
H 5.7458 -1.6840 6.5338  0.0880
H 7.2802 -1.8523 7.2042  0.0907
H 4.9544 -2.8120 4.4833  0.0973
H 5.2756 -4.1693 5.3368  0.1058
H 6.6121 -3.1859 2.7041  0.0987
H 5.6557 -4.5761 2.6963  0.1036
H 8.1695 -4.0833 4.0493  0.0832
H 7.0434 -6.7801 3.9793  0.1149
H 7.1866 -5.6875 5.3094  0.1047
H 9.3831 -6.8055 3.6358  0.1158
H 8.9637 -7.3915 5.2660  0.1170
H 11.2643 -7.0485 5.3315  0.0777
H 11.8124 -5.6059 6.1598  0.0818
H 11.5647 -5.5776 4.4273  0.0828
C -8.3631 -0.5823 -5.4384  -0.1707
O -7.8986 0.6203 -5.1259  -0.1962
C -6.7064 0.9864 -5.7517  -0.2242
C -6.3593 2.4455 -5.7443  -0.1955
N -5.8378 2.9350 -4.4734  -0.0378
C -6.9138 3.5342 -3.7034  -0.2107
C -6.2777 4.1071 -2.4567  -0.2154
O -5.8282 3.2355 -1.3929  -0.2026
C -4.4597 2.7993 -1.4093  -0.1041
H -9.2760 -0.7589 -4.8697  0.0958
H -7.6078 -1.3096 -5.1405  0.0953
H -8.7286 -0.6363 -6.4639  0.0959
H -6.8819 0.6126 -6.7604  0.1231
H -5.9243 0.4012 -5.2680  0.1239
H -7.2459 2.9780 -6.0886  0.1259
H -5.5701 2.5713 -6.4855  0.1147
H -5.6650 2.1108 -3.9157  0.0804
H -7.6216 2.7920 -3.3343  0.1197
H -7.4514 4.3501 -4.1866  0.1288
H -7.0724 4.6011 -1.8977  0.1114
H -5.5804 4.9378 -2.5662  0.1214
H -3.8337 3.6724 -1.2249  0.0850
H -4.1379 2.3664 -2.3565  0.0363
H -4.3641 2.0398 -0.6334  0.0893
C -2.7787 0.2497 -2.9272  -0.0890
O -1.8309 -0.5025 -2.1393  -0.1820
C -0.8131 0.2261 -1.4747  -0.2022
C -0.3185 -0.6467 -0.2775  -0.2057
N 0.8783 -1.4290 -0.4902  -0.0608
C 2.0585 -0.5925 -0.5078  -0.1931
C 3.3409 -1.5389 -0.5719  -0.1363
O 3.6777 -2.0148 0.7810  -0.2385
C 2.9296 -3.0578 1.4183  -0.0896
H -3.7101 0.3852 -2.3774  0.0599
H -2.9302 -0.2819 -3.8666  0.0906
H -2.5091 1.2440 -3.2832  0.0808
H -1.1339 1.1948 -1.0917  0.1124
H 0.0169 0.4193 -2.1543  0.1070
H -1.1245 -1.3361 -0.0261  0.1172
H -0.2010 0.0651 0.5396  0.1068
H 0.7365 -1.9453 0.3662  0.0799
H 2.0449 -0.0782 0.4531  0.1079
H 2.1586 0.2127 -1.2357  0.0913
H 4.2739 -1.0266 -0.8071  0.0935
H 3.3732 -2.4103 -1.2259  0.1200
H 1.8495 -3.1076 1.2804  0.0711
H 3.2157 -3.0672 2.4700  0.0766
H 3.4187 -3.9359 0.9967  0.0858
C -10.6007 2.6891 -0.7149  -0.0564
O -10.1670 1.3251 -1.0551  -0.1866
C -9.2317 0.7515 -0.2121  -0.2488
C -9.0769 -0.7672 -0.4740  -0.2029
N -8.4305 -1.0990 -1.7179  -0.0605
C -6.9847 -0.8492 -1.7979  -0.1783
C -6.1049 -1.6133 -0.7053  -0.1900
O -5.0452 -2.2757 -1.4133  -0.1708
C -4.0721 -2.8289 -0.5194  -0.1144
H -10.8891 2.8811 0.3186  0.0869
H -11.3017 2.8670 -1.5305  0.0890
H -9.8209 3.4128 -0.9521  0.0688
H -9.5350 0.9606 0.8138  0.1132
H -8.2354 1.1935 -0.2204  0.1110
H -10.0103 -1.3186 -0.3607  0.1153
H -8.5559 -1.3190 0.3084  0.1034
H -8.7940 -0.4418 -2.3932  0.0865
H -6.7078 0.1939 -1.9508  0.0916
H -6.8264 -1.1846 -2.8229  0.0970
H -6.7444 -2.3674 -0.2463  0.1034
H -6.0492 -1.0219 0.2086  0.1134
H -3.1533 -2.9925 -1.0825  0.0775
H -4.3139 -3.8308 -0.1648  0.0818
H -3.8096 -2.2344 0.3557  0.0804

Atoms 1-6, force components in eV/Å:
C -1.22 -0.80 -0.82
O 0.21 -1.24 -2.16
C -0.71 0.52 2.85
C -0.81 0.57 0.73
N 2.46 1.51 -2.37
C -1.39 -1.55 2.26

Largest force on an atom = 4.8 eV/A
HOMO level (spin up / spin down) = -9.67 / -9.67 eV
Multiplicity = 2
Net charge = +1
E_tot = -60230.7236 eV
Kohn-Sham gap (spin up / spin down) = 7.16 / 2.12 eV
Energy relative to the best compared isomer or geometry (same formula, charge and spin) = 179.5 kJ/mol

***

No. 3
Density functional theory data (the ωB97M-V functional and the def2-TZVPD basis) for the molecule C5H14N2O in a non-equilibrium geometry.

Last column: Löwdin charge in e.
Positions of all 22 atoms, in Å:
C 1.2559 -1.7152 -0.7672  -0.2696
O 2.5403 -2.1935 -0.5613  -0.0919
C 1.0580 -0.3346 -0.0583  -0.3131
C -0.1355 0.4802 -0.6435  -0.1853
C -0.9127 1.3076 0.3787  -0.2062
C -1.7374 0.4101 1.3558  -0.2916
N -3.0966 0.2091 0.8842  0.0008
N 2.3127 0.3890 -0.5204  0.0161
H 1.0432 -1.5952 -1.8434  0.1220
H 0.5981 -2.3943 -0.2064  0.1228
H 1.0297 -0.5058 1.0169  0.1351
H -0.8456 -0.2338 -1.0901  0.1137
H 0.2120 1.1808 -1.3998  0.1004
H -1.6215 2.0110 -0.0670  0.1008
H -0.1707 1.8624 0.9794  0.1094
H -1.7085 0.8702 2.3522  0.0976
H -1.0873 -0.4599 1.4924  0.0966
H -3.3449 0.8888 0.1829  0.0561
H -3.2495 -0.7327 0.5547  0.0625
H 3.1892 -1.4776 -0.7697  0.0862
H 2.5594 1.1413 0.1077  0.0708
H 2.1117 0.8923 -1.3780  0.0670

Atoms 1-6, force components in eV/Å:
C -0.64 0.84 1.14
O 1.25 -0.18 -0.10
C 1.17 0.98 -2.83
C -1.00 -0.77 0.71
C 0.20 -0.46 1.27
C 1.30 1.23 -0.17

Largest force on an atom = 3.2 eV/A
HOMO level = -9.27 eV
Multiplicity = 1
E_tot = -10438.8913 eV
Kohn-Sham gap = 10.21 eV
Energy relative to the best compared isomer or geometry (same formula, charge and spin) = 206.2 kJ/mol

***

No. 4
Density functional theory data (the ωB97M-V functional and the def2-TZVPD basis) for a cluster of 10 separate species, C26H79N6O10 in total in a non-equilibrium geometry.

Last column: Löwdin charge in e.
Positions of all 121 atoms, in Å:
O 1.7488 -3.5358 -0.6838  0.2723
H 1.4089 -3.3174 -1.5547  0.0348
H 1.3358 -2.9209 -0.0732  0.0684
H 2.7065 -3.5517 -0.6195  0.1561
O 3.7433 -1.8156 2.1944  0.2772
H 3.9663 -0.8824 2.1624  0.0682
H 4.0243 -2.2490 1.3852  0.1439
H 2.7892 -1.8853 2.2746  0.0761
C -0.7844 -0.2634 1.6131  -0.0821
C 0.5460 -0.6255 1.0557  -0.4284
O 1.0751 -1.8648 1.4413  -0.3556
H -0.7377 -0.3057 2.7013  0.0768
H -1.4828 -1.0581 1.3510  0.0569
H -1.2673 0.6406 1.2422  0.0637
H 1.2845 0.1748 1.1028  0.0836
H 0.2810 -0.6115 -0.0015  0.0687
C -4.2170 -0.7206 -0.7015  -0.0683
C -4.6976 -0.4760 -2.1021  -0.4144
C -5.4672 -1.7393 -2.6598  -0.1683
O -4.5992 -2.8952 -2.7905  -0.2297
C -5.1895 -4.0112 -3.4322  -0.1014
N -5.5558 0.7784 -2.0698  0.0474
H -5.0804 -1.0237 -0.1093  0.0925
H -3.6060 0.1351 -0.4138  0.0625
H -3.5508 -1.5782 -0.7952  0.0663
H -3.8555 -0.3244 -2.7774  0.0957
H -5.8100 -1.4629 -3.6568  0.1117
H -6.3897 -1.8727 -2.0948  0.1229
H -5.5886 -3.7391 -4.4093  0.0847
H -6.0837 -4.1242 -2.8192  0.0826
H -4.5361 -4.8802 -3.3551  0.0903
H -5.6256 1.2184 -2.9763  0.0557
H -4.9704 1.4615 -1.6107  0.0389
C -3.3650 -5.0829 1.2480  -0.0180
C -2.3765 -3.9053 1.5990  -0.4294
C -1.9643 -3.8020 3.0520  -0.2203
O -3.0267 -3.5193 3.9300  -0.1591
C -3.4739 -2.1903 3.7918  -0.1005
N -1.2021 -3.8914 0.7636  0.0416
H -2.8877 -6.0515 1.3965  0.0721
H -3.7322 -5.0822 0.2217  0.0634
H -4.2618 -5.0726 1.8674  0.0758
H -2.8261 -2.9455 1.3445  0.1048
H -1.2115 -3.0228 3.1714  0.0965
H -1.4449 -4.6650 3.4685  0.1350
H -3.9741 -1.8985 4.7153  0.0937
H -4.2871 -2.1853 3.0660  0.0827
H -2.7370 -1.4741 3.4285  0.0716
H -0.4952 -3.2362 1.0656  0.0113
H -0.7282 -4.7242 1.0831  0.0682
C 2.7290 3.4593 1.5708  -0.0655
C 2.7089 3.1938 2.9888  -0.4823
C 1.4044 3.5831 3.6608  -0.1790
O 1.1438 4.9759 3.5908  -0.1835
C 0.0229 5.4529 4.2744  -0.1136
N 2.9555 1.8060 3.1702  0.0401
H 2.4628 4.4686 1.2569  0.1026
H 1.9469 2.8943 1.0636  0.0661
H 3.7292 3.1843 1.2360  0.0599
H 3.6089 3.6954 3.3446  0.1570
H 1.5244 3.2839 4.7020  0.1324
H 0.5927 3.0925 3.1238  0.1284
H 0.2748 5.4506 5.3348  0.0883
H -0.8292 4.7758 4.2146  0.0823
H -0.3150 6.4239 3.9121  0.0943
H 3.3097 1.6645 4.1054  0.0996
H 2.0430 1.3732 3.1867  0.0807
C 4.4532 0.4755 -0.1813  -0.0470
C 5.6398 0.5985 0.7202  -0.4223
C 6.3905 1.9062 0.6062  -0.1758
O 6.7796 2.0630 -0.7958  -0.1889
C 7.2837 3.3860 -1.0095  -0.0970
N 5.2701 0.4019 2.1192  0.0422
H 4.8758 0.6544 -1.1700  0.0894
H 3.6338 1.1869 -0.0792  0.0749
H 4.0339 -0.5306 -0.1697  0.0561
H 6.3662 -0.1080 0.3187  0.1476
H 7.2995 1.8745 1.2070  0.1339
H 5.7358 2.7266 0.9003  0.1067
H 8.2097 3.6060 -0.4782  0.0870
H 6.5477 4.0847 -0.6118  0.0805
H 7.4329 3.6552 -2.0551  0.0911
H 4.6931 1.1609 2.4524  0.0353
H 6.0214 0.4455 2.7929  0.1038
C 0.1996 2.3675 -2.2503  -0.0410
C -1.0164 2.0460 -1.3835  -0.3963
C -1.1180 3.0603 -0.1987  -0.1576
O -1.0959 4.4172 -0.6632  -0.1890
C -1.6738 5.3217 0.1227  -0.1624
N -2.2557 1.9618 -2.1602  0.0727
H 0.3328 1.6150 -3.0276  0.0524
H 1.1108 2.2629 -1.6614  0.0676
H 0.1198 3.3943 -2.6072  0.0862
H -0.8915 1.0367 -0.9913  0.1024
H -0.2192 3.0013 0.4151  0.0981
H -1.9993 2.8929 0.4204  0.1200
H -1.4266 5.1422 1.1691  0.0811
H -2.7391 5.1993 -0.0728  0.0978
H -1.4347 6.3735 -0.0341  0.0961
H -2.3432 2.7591 -2.7741  0.0821
H -2.1353 1.1658 -2.7700  0.0243
C 1.4244 -1.2022 -3.5897  -0.0390
C 0.0933 -1.7939 -3.1118  -0.4027
C -1.1330 -1.5527 -4.0372  -0.1148
O -1.5937 -0.1697 -4.0701  -0.2355
C -2.2685 0.1881 -5.2107  -0.1280
N 0.3818 -3.1506 -2.7997  0.0502
H 2.1040 -1.1543 -2.7389  0.0636
H 1.4039 -0.1830 -3.9757  0.0794
H 1.9784 -1.8339 -4.2840  0.0831
H -0.1292 -1.1963 -2.2278  0.1246
H -1.9553 -2.2066 -3.7470  0.1200
H -0.8610 -1.8411 -5.0525  0.1266
H -1.5351 0.1694 -6.0168  0.0942
H -2.6473 1.2096 -5.1783  0.0964
H -3.1188 -0.4359 -5.4859  0.0967
H -0.4337 -3.7056 -2.5825  0.1161
H 0.6282 -3.6274 -3.6552  0.1181
O 1.4347 -3.1797 4.0087  -0.0489
H 1.0595 -2.7445 3.2432  -0.0307
H 1.9536 -3.8977 3.6461  0.0317

Atoms 1-6, force components in eV/Å:
O 1.63 -2.00 1.52
H -1.61 0.28 -3.69
H -0.76 1.94 2.92
H 0.22 0.13 0.00
O 0.74 -2.03 0.65
H 1.90 2.68 0.07

Largest force on an atom = 4.4 eV/A
HOMO level = -10.83 eV
Multiplicity = 1
Net charge = +1
E_tot = -57645.7426 eV
Kohn-Sham gap = 7.19 eV
Energy relative to the best compared isomer or geometry (same formula, charge and spin) = 32.7 kJ/mol